C27H44N6O3 | ωB97M-V with the def2-TZVPD basis set

Properties
DFT total energy (Ha): -1608.96954
Frontier orbital gap (eV): 8.03
Max |F| (eV/A): 12.37

Last column: Mulliken charge in e.
Geometry (Å):
C -36.387 -15.860 -2.709  -0.678
O -37.557 -15.365 -3.385  -0.335
C -37.763 -13.997 -3.407  0.328
C -39.234 -13.656 -3.065  -0.425
N -39.510 -12.192 -2.679  0.287
H -38.860 -11.715 -1.886  -0.066
H -39.396 -11.522 -3.430  0.462
C -40.963 -12.211 -2.191  -0.542
C -41.346 -10.793 -1.828  -0.105
O -42.772 -10.904 -1.543  -0.396
C -43.433 -9.668 -1.406  -0.706
H -36.320 -15.417 -1.755  0.181
H -35.484 -15.559 -3.024  0.449
H -36.642 -16.984 -2.690  0.214
H -36.983 -13.555 -4.381  0.239
H -37.140 -13.466 -2.646  -0.420
H -39.726 -14.234 -2.280  0.373
H -39.779 -13.858 -4.034  0.351
H -41.021 -12.828 -1.326  0.353
H -41.565 -12.760 -3.045  0.330
H -41.182 -10.061 -2.609  0.465
H -40.917 -10.401 -0.938  -0.068
H -43.149 -9.201 -0.416  0.247
H -44.572 -9.807 -1.309  0.253
H -43.473 -9.070 -2.329  0.332
C -37.751 -12.028 0.056  0.468
O -38.151 -10.930 -0.833  -1.087
H -38.247 -12.938 -0.270  -0.019
H -38.093 -12.017 1.012  -0.894
H -36.702 -12.064 0.093  0.339
N -35.822 -10.673 -2.089  0.327
C -35.324 -9.563 -2.766  -0.317
C -34.050 -9.905 -3.238  -0.446
C -33.864 -11.351 -2.823  -1.348
C -34.992 -11.725 -2.056  -0.350
H -36.807 -10.747 -1.478  0.078
H -35.817 -8.548 -2.814  0.245
H -33.540 -9.081 -3.714  0.372
H -33.290 -11.996 -3.087  0.721
H -34.957 -12.617 -1.613  0.602
N -38.713 -8.439 -0.298  0.287
C -38.689 -7.623 -1.340  0.029
C -39.232 -6.473 -1.008  -0.924
C -39.546 -6.569 0.482  -0.400
C -39.335 -7.867 0.858  -0.057
H -38.460 -9.484 -0.343  0.298
H -38.318 -7.961 -2.409  0.247
H -39.325 -5.534 -1.550  0.406
H -40.131 -5.912 1.306  0.205
H -39.616 -8.487 1.751  0.088
N -39.591 -10.798 3.094  0.410
C -40.528 -10.967 2.034  -0.498
C -41.702 -10.415 2.473  -0.148
C -41.501 -9.926 3.785  -0.713
C -40.172 -10.165 4.184  -0.402
H -38.472 -11.118 3.012  0.018
H -40.272 -11.693 1.194  -0.066
H -42.597 -10.547 1.901  0.567
H -42.232 -9.405 4.659  0.145
H -39.547 -9.793 4.862  0.599
N -40.449 -15.702 2.457  -0.029
C -40.723 -16.964 2.047  -0.407
C -39.617 -17.244 1.117  -0.752
C -38.978 -15.914 0.860  0.427
C -39.493 -14.978 1.660  -0.210
H -40.952 -15.250 3.250  0.249
H -41.450 -17.524 2.571  0.410
H -39.343 -18.233 0.599  0.300
H -37.986 -15.664 0.243  0.092
H -39.212 -13.930 2.138  -0.008
N -36.036 -10.565 4.238  -0.065
C -36.104 -11.539 3.231  -1.068
C -36.494 -12.762 3.885  0.149
C -36.758 -12.365 5.332  -0.537
C -36.318 -11.092 5.512  -0.421
H -36.150 -9.748 3.965  0.201
H -35.964 -11.535 2.192  0.608
H -36.603 -13.834 3.564  0.411
H -36.789 -13.196 6.015  0.423
H -36.349 -10.612 6.546  0.318

***

C23H43ClInN3O5Si | ωB97M-V with the def2-TZVPD basis set

Properties
DFT total energy (Ha): -2382.52534
Frontier orbital gap (eV): 7.11
Max |F| (eV/A): 4.19

Last column: Mulliken charge in e.
Geometry (Å):
O 1.033 -0.834 -2.088  -0.496
C -0.104 -0.519 -2.732  -0.389
C -0.007 0.883 -3.332  -0.526
C 0.594 1.911 -2.599  0.895
H 0.899 1.710 -1.563  0.636
C 0.831 3.167 -3.184  -1.063
H 1.337 3.952 -2.599  0.362
C 0.399 3.397 -4.500  -0.621
H 0.554 4.378 -4.953  0.385
C -0.227 2.377 -5.237  -0.775
H -0.569 2.552 -6.270  0.356
C -0.408 1.116 -4.645  -0.269
H -0.876 0.286 -5.189  0.373
H -0.258 -1.253 -3.582  0.339
C -2.267 -2.058 -2.044  -1.317
C -1.639 -0.649 -1.736  0.970
H -3.293 -2.124 -2.492  0.374
H -2.305 -2.561 -1.067  0.381
H -1.640 -2.664 -2.719  0.289
C -2.525 0.440 -1.871  -0.456
C -4.024 0.444 -1.772  -1.636
H -2.096 1.404 -2.122  0.566
H -4.559 0.798 -2.677  0.389
H -4.301 1.114 -0.945  0.312
H -4.420 -0.549 -1.537  0.368
In -0.692 -0.624 0.346  1.362
Cl -3.002 -0.627 1.131  -0.438
C -0.801 -0.343 3.518  0.434
O -0.164 -1.083 2.731  -0.741
N -1.029 -0.599 4.807  0.237
C -0.527 -1.802 5.452  -0.940
C -1.924 0.240 5.602  -0.913
H -1.276 0.603 3.177  -0.113
H 0.072 -2.371 4.737  0.254
H -1.367 -2.403 5.830  0.301
H 0.078 -1.512 6.321  0.308
H -2.219 1.122 5.021  0.223
H -1.406 0.555 6.516  0.338
H -2.824 -0.329 5.887  0.350
H 4.939 1.193 -1.539  0.346
H 4.673 1.460 1.052  0.434
C 3.838 1.162 -1.533  -0.997
C 3.592 1.279 0.934  -0.681
N 3.343 0.565 -0.303  0.348
H 3.486 0.565 -2.382  0.307
C 2.748 -0.649 -0.299  -0.296
O 2.069 -1.116 0.629  -0.662
H 3.213 0.679 1.767  0.180
H 2.927 -1.195 -1.245  0.665
H 3.461 2.191 -1.634  0.247
H 3.088 2.257 0.915  -0.079
H 0.028 -6.209 0.980  0.314
H 2.179 -6.231 -0.675  0.340
C -0.406 -5.655 0.142  -0.985
C 1.607 -5.534 -1.294  -0.953
N 0.602 -4.835 -0.504  0.308
H -1.223 -5.031 0.500  0.272
C 0.623 -3.510 -0.349  0.848
O -0.278 -2.862 0.256  -0.837
H 2.287 -4.808 -1.741  0.282
H 1.482 -2.993 -0.788  -0.192
H -0.778 -6.394 -0.570  0.337
H 1.131 -6.122 -2.085  0.327
C -1.882 2.894 1.495  -0.968
Si -0.017 2.617 1.323  1.015
C 0.680 4.105 0.376  -1.305
C 0.778 2.777 3.046  -1.009
O 0.283 1.210 0.557  -0.520
H -2.095 3.900 1.890  0.444
H -2.370 2.173 2.166  0.248
H -2.373 2.811 0.514  0.182
H 0.227 4.196 -0.621  0.216
H 0.472 5.041 0.921  0.496
H 1.769 4.041 0.248  0.331
H 0.398 2.049 3.776  0.225
H 1.870 2.658 2.996  0.271
H 0.582 3.779 3.460  0.389

***

C2H7N3O2S | ωB97M-V with the def2-TZVPD basis set

Properties
DFT total energy (Ha): -793.27303
SMILES: N=[S@](N)(=O)O.CC#N
Frontier orbital gap (eV): 10.54
Max |F| (eV/A): 3.32

Last column: Mulliken charge in e.
Geometry (Å):
C 0.613 -0.331 1.675  0.576
C 1.414 0.734 1.107  -0.750
N -0.033 -1.252 1.994  -0.627
N -0.716 -1.200 -1.951  -0.516
N -0.994 0.630 -0.204  -0.603
O -2.993 -0.250 -1.708  -0.605
O -2.062 -1.694 -0.008  -0.471
S -1.787 -0.436 -0.928  0.899
H 0.693 1.575 1.233  0.246
H 1.650 0.454 0.093  0.229
H 2.246 1.014 1.684  0.373
H -1.715 -1.763 0.924  0.425
H -1.281 -1.736 -2.615  0.295
H -0.133 -0.562 -2.483  0.272
H -1.546 1.030 0.541  0.256